Record 1
{"formula": "H26O13", "method": "wB97M-V/def2-TZVPD", "fmax_ev_per_a": 3.3, "energy_ev": -27040.047, "homo_ev": -10.85, "de_lowest_kcal_mol": 43.8, "symbols": ["O", "H", "H", "O", "H", "H", "O", "H", "H", "O", "H", "H", "O", "H", "H", "O", "H", "H", "O", "H", "H", "O", "H", "H", "O", "H", "H", "O", "H", "H", "O", "H", "H", "O", "H", "H", "O", "H", "H"], "coordinates": [[-2.03510, 1.25010, -1.55597], [-1.71510, 2.07010, -1.20697], [-1.33510, 0.99010, -2.15297], [1.60890, 1.66710, -2.09997], [1.13490, 1.15910, -1.45997], [0.99190, 1.60510, -2.83097], [1.31190, 3.31610, 0.17303], [2.13190, 3.81010, 0.14003], [1.23390, 2.78110, -0.57897], [-0.17210, -2.69090, -3.15997], [-1.10210, -2.89190, -3.34597], [-0.01710, -2.73390, -2.21297], [0.13090, 1.20210, 3.09203], [0.70690, 1.53410, 2.38103], [-0.62910, 1.80410, 3.05403], [3.49890, -1.09090, -0.80897], [3.60590, -0.10190, -0.71997], [4.36890, -1.46990, -0.81097], [-2.38510, -2.05690, -1.38697], [-1.85010, -2.68890, -0.90397], [-2.82110, -1.62490, -0.67597], [-1.70410, 3.03210, 0.65203], [-1.94110, 2.16610, 0.98003], [-0.73910, 3.01310, 0.53703], [1.00090, -2.91890, -0.54697], [1.85490, -3.32490, -0.83997], [0.90790, -3.21490, 0.32503], [0.47790, 0.06310, -0.02797], [0.72590, -0.77390, -0.30097], [-0.46610, -0.04790, 0.16003], [2.58590, -0.93190, 1.97403], [2.40590, -1.19890, 1.06703], [2.52590, 0.02410, 2.03803], [-1.64410, -1.10190, 1.35703], [-0.85610, -1.04790, 1.89403], [-2.01210, -1.94490, 1.62403], [-2.99710, 1.08210, 2.15303], [-2.84910, 0.17410, 1.83103], [-3.93910, 1.11210, 2.19503]], "mulliken_charge": [-0.60, 0.32, 0.27, -0.66, 0.25, 0.35, -0.69, 0.29, 0.42, -0.63, 0.33, 0.33, -0.64, 0.29, 0.32, -0.56, 0.31, 0.28, -0.56, 0.29, 0.24, -0.70, 0.32, 0.42, -0.64, 0.26, 0.27, -0.04, 0.17, 0.19, -0.67, 0.28, 0.30, -0.61, 0.25, 0.23, -0.62, 0.34, 0.29]}

---

Record 2
{"formula": "C29H50NOP2V", "method": "wB97M-V/def2-TZVPD", "fmax_ev_per_a": 5.6, "energy_ev": -78675.684, "multiplicity": 4, "homo_ev": [-10.36, -10.16], "s2": 3.790, "charge": 1, "symbols": ["V", "C", "C", "C", "C", "C", "C", "H", "H", "H", "C", "H", "H", "H", "C", "H", "H", "H", "C", "H", "H", "H", "C", "H", "H", "H", "C", "C", "C", "C", "C", "C", "C", "C", "H", "H", "H", "H", "H", "H", "H", "H", "H", "H", "H", "H", "P", "C", "H", "H", "H", "C", "H", "H", "H", "C", "H", "H", "H", "P", "C", "H", "H", "H", "C", "H", "H", "H", "C", "H", "H", "H", "O", "N", "C", "C", "C", "C", "C", "H", "H", "H", "H", "H"], "coordinates": [[-0.16610, 0.10793, -1.99534], [2.19413, -0.94491, -1.24629], [2.02084, -0.22371, -2.49067], [1.83211, 1.25730, -0.70102], [2.15449, -0.01785, -0.17554], [1.77472, 1.17643, -2.14645], [2.67817, -2.35401, -1.17400], [2.12361, -2.98386, -1.88769], [2.54273, -2.78807, -0.16902], [3.74861, -2.45228, -1.44402], [2.56624, -0.25414, 1.23431], [2.74456, -1.31159, 1.45067], [1.81182, 0.13096, 1.93770], [3.50092, 0.27579, 1.48376], [1.92335, 2.50174, 0.10900], [2.95826, 2.69382, 0.44279], [1.31189, 2.41369, 1.01810], [1.60847, 3.39091, -0.44491], [1.85256, 2.34864, -3.07261], [2.44246, 2.11009, -3.96687], [2.34307, 3.19063, -2.56626], [0.85331, 2.67063, -3.39868], [2.54148, -0.72308, -3.78745], [3.56504, -1.10791, -3.66536], [2.57227, 0.07805, -4.53313], [1.93541, -1.55417, -4.16754], [-1.66162, -1.21131, -1.48590], [-0.57996, -1.85977, -2.21489], [-0.70550, -2.18035, -3.67185], [-0.58520, -0.94332, -4.60817], [-0.54722, 0.38917, -3.91220], [-1.68544, 0.86698, -3.11750], [-3.00239, 0.08615, -3.16461], [-3.03104, -1.04998, -2.12390], [-1.64047, -2.72946, -3.89784], [-1.40583, -0.96047, -5.34424], [0.09663, -2.88804, -3.93486], [-3.36574, -1.99250, -2.59604], [-1.74457, -1.42339, -0.41296], [-0.04509, -2.63766, -1.63952], [-3.80473, -0.85625, -1.35450], [-3.85674, 0.76447, -2.99802], [-1.86107, 1.95176, -3.08486], [-3.14482, -0.31145, -4.18589], [0.32647, -1.03537, -5.21533], [-0.01850, 1.17873, -4.47367], [-0.24631, -2.05203, 1.40249], [0.71622, -2.52144, 2.88326], [0.12167, -3.23131, 3.47373], [0.94213, -1.62282, 3.47345], [1.65884, -2.99119, 2.56208], [-1.77175, -1.39480, 2.16750], [-1.98758, -1.95354, 3.08449], [-2.62504, -1.47179, 1.48538], [-1.60208, -0.33928, 2.41965], [-0.77361, -3.72186, 0.85341], [-1.51907, -3.64429, 0.05091], [-1.18790, -4.27356, 1.70615], [0.11085, -4.24729, 0.46525], [-1.27949, 2.17223, -0.08195], [-1.26321, 3.71828, -1.09236], [-2.26150, 4.17514, -1.11652], [-0.94427, 3.49206, -2.11694], [-0.55004, 4.42504, -0.64392], [-3.04887, 1.71831, -0.08077], [-3.32494, 1.25032, -1.03140], [-3.66674, 2.61197, 0.07934], [-3.22080, 0.99527, 0.73053], [-1.23873, 2.95195, 1.58335], [-2.20427, 3.43845, 1.78167], [-0.44430, 3.70582, 1.63996], [-1.04378, 2.19488, 2.35885], [0.33303, 1.01415, 3.32604], [0.46106, 0.85105, 4.62128], [1.72021, 0.83831, 5.16964], [1.89866, 0.42100, 6.47830], [0.79129, 0.07018, 7.25396], [-0.48521, 0.17758, 6.70128], [-0.64167, 0.61399, 5.39839], [2.53996, 1.10730, 4.49975], [2.91728, 0.38296, 6.86461], [0.93005, -0.30797, 8.26533], [-1.37694, -0.06242, 7.26670], [-1.60472, 0.72038, 4.91041]], "lowdin_spin": [1.63, 0.00, 0.27, 0.15, 0.17, 0.06, -0.01, 0.00, 0.00, 0.00, 0.02, 0.00, 0.01, 0.01, 0.02, 0.01, 0.00, 0.00, 0.01, 0.00, 0.00, 0.00, 0.05, 0.02, 0.00, 0.02, 0.20, 0.08, 0.02, 0.02, 0.02, 0.09, 0.01, 0.03, 0.00, 0.00, 0.00, 0.01, 0.02, 0.01, 0.00, 0.00, 0.01, 0.00, 0.00, 0.01, 0.01, 0.00, 0.00, 0.00, 0.00, 0.00, 0.00, 0.00, 0.00, 0.00, 0.00, 0.00, 0.00, 0.02, 0.00, 0.00, 0.00, 0.00, 0.00, 0.00, 0.00, 0.00, 0.00, 0.00, 0.00, 0.00, 0.00, 0.00, 0.00, 0.00, 0.00, 0.00, 0.00, 0.00, 0.00, 0.00, 0.00, 0.00]}

---

Record 3
{"formula": "C5H12N2O", "method": "wB97M-V/def2-TZVPD", "fmax_ev_per_a": 4.0, "energy_ev": -10399.919, "homo_ev": -7.46, "de_lowest_kcal_mol": 196.1, "symbols": ["C", "N", "C", "C", "C", "N", "C", "O", "H", "H", "H", "H", "H", "H", "H", "H", "H", "H", "H", "H"], "coordinates": [[-1.61135, -1.28774, 1.10712], [-0.24084, -1.53907, 0.37551], [-0.49972, -1.53870, -1.05959], [0.89205, -0.71487, 0.92621], [0.99512, 0.80275, 0.57405], [1.30691, 1.14571, -0.77122], [0.71868, 2.40036, -1.30757], [-1.42300, -0.88709, 2.33714], [-2.21094, -2.21893, 1.07468], [-1.59671, -1.55836, -1.33853], [0.00479, -0.56466, -1.38576], [0.07635, -2.35129, -1.61335], [0.75588, -0.68457, 1.99919], [1.76798, -1.16326, 0.75290], [0.01503, 1.24931, 0.90559], [1.73448, 1.17089, 1.29467], [-2.13823, -0.50180, 0.36186], [1.29899, 2.95597, -1.99468], [-0.30157, 2.15549, -1.76609], [0.45608, 3.12984, -0.47213]], "mulliken_charge": [-0.26, 0.09, -0.61, -1.06, -0.27, -0.34, -0.66, -0.69, 0.35, 0.34, 0.15, 0.26, 0.44, 0.45, 0.38, 0.34, 0.21, 0.34, 0.25, 0.29]}

---

Q: What is the formula in the first record?
A: H26O13